1.
Molecular formula: FHN2O
Method: DFT, ωB97M-V/def2-TZVPD

CARTESIAN COORDINATES (ANGSTROEM)
N -1.02 0.22 -0.41
N 0.74 0.02 0.46
O -1.84 0.56 0.30
F 1.06 -1.25 0.02
H 1.07 0.44 -0.36

Computed properties:
Electronic energy   -285.01018 Ha
Molar mass   64.02 g mol⁻¹
E_LUMO (alpha / beta)   -0.745 / -0.936 eV
Kohn-Sham gap (alpha / beta)   8.8 / 8.2 eV



2.
Molecular formula: FHN2O
Method: DFT, ωB97M-V/def2-TZVPD

CARTESIAN COORDINATES (ANGSTROEM)
N -0.83 -0.40 -0.01
N 0.35 -0.01 0.05
O -1.77 0.48 0.05
F 1.34 -0.88 0.04
H 0.91 0.81 -0.13

Computed properties:
Electronic energy   -285.03028 Ha
SMILES string   O=NNF
Molar mass   64.02 g mol⁻¹
E_LUMO   0.372 eV
Kohn-Sham gap   10.5 eV



3.
Molecular formula: FHNO2S
Method: DFT, ωB97M-V/def2-TZVPD

CARTESIAN COORDINATES (ANGSTROEM)
N -0.98 0.20 0.12
O 1.37 -1.04 -0.03
O 1.14 1.39 0.05
F -1.80 -0.99 0.05
S 0.85 0.14 0.75
H -0.58 0.31 -0.93

Computed properties:
Electronic energy   -703.85894 Ha
Molar mass   98.08 g mol⁻¹
Total charge   -1
E_LUMO   4.140 eV
Kohn-Sham gap   8.1 eV



4.
Molecular formula: FHNiO2P
Method: DFT, ωB97M-V/def2-TZVPD

CARTESIAN COORDINATES (ANGSTROEM)
P 1.56 0.74 -0.04
O 2.08 -0.83 -0.18
O 0.06 0.00 0.32
F -3.33 -0.09 -0.39
Ni -1.65 0.04 -0.06
H 0.94 -1.26 0.09

Computed properties:
Electronic energy   -2100.53364 Ha
Multiplicity   4
Molar mass   141.67 g mol⁻¹
E_LUMO (alpha / beta)   -0.104 / -2.436 eV
Kohn-Sham gap (alpha / beta)   7.3 / 8.9 eV



5.
Molecular formula: FHO2
Method: DFT, ωB97M-V/def2-TZVPD

CARTESIAN COORDINATES (ANGSTROEM)
O -0.75 -0.43 -0.30
O 0.34 -0.63 0.33
F 1.62 0.70 -0.06
H -1.22 0.37 0.03

Computed properties:
Electronic energy   -250.68847 Ha
Molar mass   52.00 g mol⁻¹
E_LUMO (alpha / beta)   -2.954 / -2.956 eV
Kohn-Sham gap (alpha / beta)   9.1 / 9.1 eV



6.
Molecular formula: FHO2S
Method: DFT, ωB97M-V/def2-TZVPD

CARTESIAN COORDINATES (ANGSTROEM)
O 1.09 -1.25 1.25
O 2.39 1.25 -0.11
F 0.97 -1.31 -1.25
S 1.08 -0.31 0.17
H -0.14 0.06 -0.05

Computed properties:
Electronic energy   -648.92666 Ha
SMILES string   O=[SH](=O)F
Molar mass   84.07 g mol⁻¹
E_LUMO   -2.159 eV
Kohn-Sham gap   9.4 eV



7.
Molecular formula: FMg3
Method: DFT, ωB97M-V/def2-TZVPD

CARTESIAN COORDINATES (ANGSTROEM)
Mg -1.32 -0.66 -1.84
Mg 1.97 -0.49 0.19
Mg -0.57 1.19 1.51
F -0.08 -0.03 0.15

Computed properties:
Electronic energy   -698.19761 Ha
Multiplicity   2
Molar mass   91.91 g mol⁻¹
Total charge   +4
E_LUMO (alpha / beta)   -19.949 / -20.347 eV
Kohn-Sham gap (alpha / beta)   5.2 / 14.3 eV



8.
Molecular formula: FNO2
Method: DFT, ωB97M-V/def2-TZVPD

CARTESIAN COORDINATES (ANGSTROEM)
N -0.07 0.19 -0.03
O 1.37 -0.94 -0.09
O -0.17 1.32 -0.19
F -1.13 -0.58 0.30

Computed properties:
Electronic energy   -304.80926 Ha
Molar mass   65.00 g mol⁻¹
E_LUMO (alpha / beta)   -1.695 / -1.695 eV
Kohn-Sham gap (alpha / beta)   9.7 / 9.7 eV